(1)
DFT (ωB97M-V/def2-TZVPD) results for a single C24H33N7O2 molecule in a non-equilibrium geometry.

XYZ file:
```
66
Properties=species:S:1:pos:R:3:lowdin_charge:R:1
C 2.58008 -3.35572 -1.68119 -0.077
H 3.30542 -4.12578 -1.42963 0.078
H 2.92555 -2.41694 -1.25457 0.067
H 1.63189 -3.61868 -1.21732 0.075
C 2.42917 -3.25571 -3.19808 -0.431
C 3.76363 -2.89953 -3.84878 -0.078
H 3.64388 -2.76226 -4.92072 0.081
H 4.17182 -1.98636 -3.42295 0.077
H 4.48354 -3.69808 -3.68565 0.078
C 1.31801 -2.27622 -3.59860 -0.149
H 1.12915 -2.36274 -4.67090 0.120
C 1.63899 -0.81248 -3.28348 -0.125
N 0.49054 0.01957 -3.49956 -0.063
C -0.55119 0.32140 -2.67985 -0.255
N -1.35732 1.11738 -3.34429 0.074
N -0.81722 1.28869 -4.54382 -0.041
N 0.27010 0.65168 -4.65534 0.043
C -0.65440 -0.18659 -1.28285 -0.210
N -1.96005 0.10869 -0.70740 -0.104
C -2.22653 -0.62981 0.50911 -0.156
H -1.99997 -1.68671 0.34508 0.126
C -3.71130 -0.48912 0.86347 -0.115
N -4.03660 0.90353 1.04016 -0.037
C -4.29129 1.55684 2.19790 -0.390
O -4.29482 2.77885 2.26209 0.060
C -4.62366 0.79535 3.42012 -0.171
C -4.67165 1.31704 4.68885 0.007
C -5.09987 0.27404 5.53656 -0.050
C -5.29302 -0.80467 4.72888 -0.107
O -5.00781 -0.50457 3.45317 0.023
H -5.62114 -1.80532 4.93218 0.122
H -5.24839 0.32089 6.59561 0.102
H -4.42793 2.32376 4.95699 0.119
C -3.71930 1.67737 -0.14400 -0.105
C -2.24453 1.51882 -0.50440 -0.155
H -2.05026 2.04609 -1.43741 0.102
H -1.62715 1.94840 0.30309 0.134
H -3.94990 2.72272 0.06159 0.123
H -4.33336 1.31341 -0.97226 0.135
H -3.93354 -1.06336 1.75832 0.114
H -4.30820 -0.87752 0.03109 0.135
H -1.61745 -0.26770 1.35792 0.133
C 0.52212 0.31875 -0.46614 -0.216
C 1.13959 -0.50315 0.46875 -0.052
C 2.18340 -0.04950 1.24769 -0.017
C 2.66337 1.26321 1.12489 -0.232
C 2.02990 2.08799 0.18274 -0.007
C 0.98716 1.62312 -0.59023 -0.031
H 0.52824 2.29069 -1.30547 0.122
H 2.34496 3.10870 0.04739 0.096
N 3.72673 1.70782 1.86893 -0.197
C 4.10294 3.10025 1.82338 -0.069
H 3.29699 3.75803 2.16931 0.096
H 4.37594 3.38683 0.80547 0.087
H 4.97172 3.25989 2.45759 0.081
C 4.21732 0.90837 2.96554 -0.070
H 4.61589 -0.04117 2.59947 0.087
H 5.02480 1.43718 3.46583 0.081
H 3.43448 0.69870 3.70368 0.095
H 2.62413 -0.73177 1.95536 0.094
H 0.80162 -1.52353 0.58987 0.114
H -0.59123 -1.28404 -1.33150 0.145
H 1.95324 -0.69200 -2.24421 0.114
H 2.42130 -0.44367 -3.94904 0.129
H 0.39833 -2.55846 -3.07941 0.110
H 2.12315 -4.24091 -3.56904 0.133
```

E_tot: -39948.0380 eV
LUMO: 0.0184 hartree
gap between HOMO and LUMO: 0.3086 Eh
structure (SMILES): CC(C)CCn1nnnc1[C@@H](c1ccc(N(C)C)cc1)N1CCN(C(=O)c2ccco2)CC1



(2)
DFT (ωB97M-V/def2-TZVPD) results for a molecular structure, C24H33N7O4PRu.

XYZ file:
```
70
Properties=species:S:1:pos:R:3:lowdin_charge:R:1
Ru 0.91536 0.41978 0.61344 1.469
O 2.12106 1.57202 -0.61598 -0.266
C 3.15731 2.31282 -0.31088 -0.380
C 3.34730 3.55335 -0.94965 -0.021
C 4.43124 4.34042 -0.63151 -0.050
C 5.37332 3.92738 0.31769 -0.064
C 5.21313 2.71046 0.94044 -0.027
C 4.10881 1.89059 0.65860 -0.149
C 4.03534 0.59602 1.28717 -0.069
N 3.03832 -0.21446 1.22753 -0.067
C 3.19200 -1.54857 1.81073 -0.185
C 2.14683 -2.45143 1.15787 -0.210
N 0.86051 -1.79545 1.34236 -0.091
C -0.00547 -2.33248 2.12405 -0.091
C -1.16615 -1.66304 2.64239 -0.162
C -2.20637 -2.44042 3.18622 -0.035
C -3.29811 -1.85557 3.77853 -0.068
C -3.34368 -0.45943 3.88700 -0.048
C -2.32260 0.32714 3.40826 -0.009
C -1.20732 -0.24616 2.76245 -0.339
O -0.24960 0.54362 2.33527 -0.242
H 2.63275 3.85971 -1.70228 0.118
H 4.55951 5.29209 -1.13030 0.117
H 6.22267 4.55384 0.54769 0.113
H 5.94331 2.36838 1.66355 0.121
H 4.93125 0.27880 1.82770 0.144
H 3.01880 -1.50888 2.88980 0.134
H 4.19825 -1.93255 1.63144 0.129
H 2.16073 -3.45696 1.58785 0.124
H 2.37591 -2.52173 0.08958 0.102
H 0.15478 -3.36458 2.45348 0.143
H -2.13022 -3.52015 3.13166 0.119
H -4.09676 -2.46024 4.18268 0.112
H -4.18765 0.00910 4.37686 0.118
H -2.34396 1.40241 3.52854 0.119
C -3.95890 1.92023 0.10853 -0.006
O -2.95791 2.71173 0.76390 0.008
C -1.70022 2.32269 0.62104 -0.563
O -1.33372 1.39385 -0.09379 -0.087
N -0.86437 3.16146 1.26335 0.049
N 0.48913 2.86084 1.27663 0.029
H -4.89863 2.42173 0.31141 0.109
H -3.96857 0.91567 0.53044 0.092
H -3.77380 1.88833 -0.96384 0.090
H -1.24012 3.91080 1.82279 0.176
H 0.81754 2.83374 2.23625 0.117
H 1.02198 3.53828 0.73963 0.109
C -1.84130 -3.10707 -2.71941 -0.096
N -0.53405 -2.61860 -3.37537 -0.066
C -0.90544 -1.54235 -4.41524 -0.096
N -1.64984 -0.50093 -3.81122 -0.137
C -2.86362 -1.02568 -3.18950 -0.131
N -2.56218 -2.02222 -2.16256 -0.133
C -1.91532 -1.43713 -0.98653 -0.266
P -0.30785 -0.64198 -1.42797 1.011
C 0.42204 -2.08157 -2.35178 -0.230
C -0.86085 0.32766 -2.90008 -0.260
H -1.56202 -3.84146 -1.96385 0.149
H -2.41065 -3.58649 -3.51663 0.152
H -0.09583 -3.40423 -3.85955 0.187
H -1.49609 -2.05615 -5.17481 0.152
H 0.02791 -1.18096 -4.84624 0.150
H -3.48336 -1.48801 -3.95948 0.147
H -3.41884 -0.20492 -2.73926 0.139
H -1.74534 -2.20558 -0.22878 0.096
H -2.56254 -0.67791 -0.54687 0.083
H 0.66232 -2.89079 -1.65958 0.097
H 1.33672 -1.77838 -2.86404 0.113
H 0.01060 0.73209 -3.41931 0.113
H -1.45751 1.16750 -2.54847 0.094
```

expectation value of S²: 8.76
ΔE to the lowest compared entry with this formula, charge and spin: 4.2 kcal/mol
2S+1: 6
E_tot: -55899.3875 eV
total charge: +2
LUMO (spin up / spin down): -0.1831 / -0.2413 hartree
gap between HOMO and LUMO (spin up / spin down): 0.2890 / 0.2298 Eh



(3)
DFT (ωB97M-V/def2-TZVPD) results for a molecular structure, C24H34Cl2N8Pt in a non-equilibrium geometry.

XYZ file:
```
69
Properties=species:S:1:pos:R:3:lowdin_charge:R:1
Pt 1.01405 0.16384 1.07672 0.977
C -1.01165 2.49465 -0.52382 -0.074
N -1.22998 2.63938 0.89866 -0.108
C -1.71378 3.92075 1.46202 -0.114
C -2.26057 3.52942 2.84388 -0.124
N -2.19765 2.05583 2.83938 -0.076
C -2.64662 1.32748 4.04430 -0.030
C -1.41544 1.61406 1.80277 -0.356
N -0.98504 0.41987 1.50702 -0.117
C -1.51132 -0.77016 2.14508 -0.241
C -0.90351 -1.98964 1.48022 -0.259
N 0.45888 -1.81460 1.09626 -0.119
C 1.11497 -2.75707 0.46972 -0.339
N 2.31362 -2.57698 -0.12297 -0.102
C 3.24006 -1.45960 -0.20979 -0.078
C 2.66225 -3.69036 -0.99096 -0.141
C 1.67068 -4.77342 -0.61252 -0.142
N 0.69123 -4.02906 0.17106 -0.084
C -0.44680 -4.83051 0.63410 -0.033
H -0.60467 3.47343 -0.90178 0.100
H -1.92843 2.26331 -1.11467 0.090
H -0.25939 1.71963 -0.75600 0.032
H -2.49213 4.38274 0.82655 0.120
H -0.85319 4.63232 1.48970 0.130
H -3.33031 3.85668 2.93099 0.126
H -1.68041 3.98199 3.68513 0.131
H -3.24431 2.07408 4.56053 0.082
H -1.80823 0.95640 4.66452 0.101
H -3.34116 0.55700 3.79449 0.068
H -2.62295 -0.89295 1.97481 0.133
H -1.32716 -0.79582 3.24009 0.106
H -1.51573 -2.20884 0.56501 0.129
H -0.97117 -2.85221 2.10951 0.086
H 3.15508 -0.78857 0.65673 0.026
H 3.11926 -0.96354 -1.17970 0.089
H 4.25992 -1.88312 -0.22731 0.090
H 3.71283 -3.98326 -0.86071 0.120
H 2.56711 -3.38725 -2.08628 0.140
H 2.13325 -5.60257 -0.01173 0.134
H 1.20301 -5.23675 -1.51628 0.131
H -0.22072 -5.85601 0.35397 0.083
H -1.34885 -4.54016 0.06067 0.095
H -0.57846 -4.70168 1.69720 0.078
N -0.45097 -0.42657 -3.68622 0.094
C -1.80245 -0.71143 -3.85908 -0.329
C -2.29987 -1.96987 -3.47666 -0.057
C -3.65093 -2.24604 -3.59053 -0.105
C -4.50575 -1.29100 -4.14419 -0.116
C -3.97912 -0.07953 -4.59128 -0.111
C -2.64939 0.20362 -4.47865 -0.060
H 0.13752 -1.16184 -3.27249 0.092
H -0.12735 0.52439 -3.54551 0.091
H -1.61690 -2.73210 -3.11313 0.098
H -4.06568 -3.16140 -3.14986 0.103
H -5.55161 -1.50466 -4.30808 0.090
H -4.67455 0.60959 -5.08144 0.107
H -2.23563 1.15045 -4.79186 0.108
Cl 2.95914 2.96691 -1.96046 0.652
C 3.61171 3.12657 -0.39716 -0.666
C 4.55108 4.11074 -0.11805 -0.150
C 5.11687 4.24648 1.18476 -0.126
C 4.65250 3.42888 2.25140 -0.129
C 3.65901 2.47506 2.01562 -0.664
Cl 3.01086 1.54381 3.28739 0.648
C 3.08872 2.32484 0.71624 -0.503
N 2.06518 1.57933 0.53119 -0.210
H 4.85310 4.83519 -0.94321 0.114
H 5.95905 4.93895 1.32961 0.087
H 5.07888 3.54090 3.22507 0.084
```

expectation value of S²: 2.02
2S+1: 3
E_tot: -65648.0286 eV
LUMO (spin up / spin down): 0.0119 / 0.0118 hartree
gap between HOMO and LUMO (spin up / spin down): 0.2034 / 0.2211 Eh



(4)
DFT (ωB97M-V/def2-TZVPD) results for a molecular structure, C24H34Cl3FeN3O3PSi.

XYZ file:
```
70
Properties=species:S:1:pos:R:3:lowdin_charge:R:1
Fe 0.18538 -0.35994 0.24520 0.590
C 2.56798 -1.71412 1.62289 -0.143
N 1.21680 -1.34290 2.08595 -0.251
C 1.41460 -0.20738 3.01077 -0.210
C 0.20725 0.31648 3.77541 -0.151
C -1.10178 0.58715 3.01170 -0.246
N -1.01480 0.80368 1.57220 -0.097
C -1.69451 1.89877 1.19948 -0.145
C -1.94882 2.49262 -0.05207 -0.175
C -2.57071 3.78276 -0.03704 -0.066
C -2.76723 4.54309 -1.15871 -0.120
C -2.37492 4.06808 -2.41497 -0.110
C -1.82227 2.79129 -2.48636 -0.089
C -1.63160 2.02597 -1.35658 -0.260
O -1.11134 0.72809 -1.47121 -0.200
C 0.65647 -2.54964 2.70923 -0.194
C -0.85043 -2.64879 2.93788 -0.147
C -1.77363 -2.33236 1.74600 -0.206
N -1.12393 -2.41038 0.43756 0.039
C -1.30792 -3.51187 -0.17697 -0.075
C -0.88909 -3.88360 -1.52290 -0.120
C -0.80184 -5.23977 -1.84452 -0.032
C -0.45159 -5.64895 -3.11662 -0.082
C -0.22273 -4.69377 -4.09959 -0.062
C -0.33331 -3.34200 -3.81570 0.002
C -0.67300 -2.94239 -2.53337 -0.265
O -0.76219 -1.64359 -2.17854 -0.224
H 3.15280 -2.11487 2.46357 0.093
H 3.07096 -0.83951 1.21865 0.061
H 2.50469 -2.45900 0.83317 0.060
H 1.81071 0.60305 2.39827 0.088
H 2.18734 -0.48186 3.74783 0.123
H 0.55471 1.25293 4.22001 0.112
H -0.02236 -0.33804 4.62114 0.101
H -1.55872 1.46596 3.47834 0.102
H -1.80173 -0.22278 3.24070 0.076
H -2.10117 2.49726 2.01690 0.099
H -2.86435 4.17614 0.92932 0.103
H -3.22636 5.51932 -1.06657 0.097
H -2.51046 4.65507 -3.31148 0.091
H -1.52927 2.40376 -3.45316 0.061
H 1.16393 -2.72436 3.67035 0.130
H 0.94240 -3.37825 2.05909 0.114
H -1.16246 -2.04609 3.79047 0.088
H -1.01577 -3.68754 3.23648 0.112
H -2.16787 -1.32261 1.81106 0.079
H -2.63050 -3.01372 1.77264 0.112
H -1.86168 -4.31342 0.32832 0.133
H -1.00083 -5.97468 -1.07376 0.114
H -0.37068 -6.70192 -3.34682 0.103
H 0.04781 -5.00244 -5.10026 0.108
H -0.14313 -2.59327 -4.57267 0.100
C 2.55526 2.46103 -2.01124 -0.199
P 2.14734 2.84425 -0.29983 0.549
C 1.16162 4.34912 -0.36186 -0.156
C 3.71005 3.33709 0.46448 -0.175
O 1.51933 1.71697 0.45214 -0.418
H 2.88749 3.35833 -2.53430 0.056
H 1.67554 2.04658 -2.50187 0.008
H 3.33612 1.70185 -2.03690 0.037
H 1.73527 5.17340 -0.78621 0.056
H 0.84374 4.60295 0.64959 0.062
H 0.27100 4.18364 -0.96431 0.036
H 4.20305 4.12687 -0.10204 0.052
H 4.36330 2.46577 0.51062 0.053
H 3.51909 3.68651 1.47879 0.053
Cl 0.03022 0.36103 -4.30346 0.443
Si -1.20057 -0.22378 -2.79727 -0.461
Cl 1.83672 -0.75118 -1.31428 0.136
Cl -3.08341 -0.36615 -3.54273 0.445
```

expectation value of S²: 8.79
ΔE to the lowest compared entry with this formula, charge and spin: 3.8 kcal/mol
2S+1: 6
E_tot: -125181.1685 eV
LUMO (spin up / spin down): 0.0085 / 0.0087 hartree
gap between HOMO and LUMO (spin up / spin down): 0.1794 / 0.2959 Eh